[1]
Molecular formula: CH2N4
Method: DFT, ωB97M-V with the def2-TZVPD basis set

```
7
Properties=species:S:1:pos:R:3:nbo_charge:R:1
C -0.172 -0.107 -0.111 -0.021
N -3.265 -0.047 0.135 0.033
N -2.362 -0.960 -0.001 -0.186
N -2.421 0.995 -0.127 -0.276
N -1.424 0.113 -0.139 -0.005
H 0.772 0.439 0.003 0.236
H -0.024 -1.174 0.030 0.218
```

HOMO energy (spin up / spin down): -0.3421 / -0.3421 Ha
Frontier orbital gap (spin up / spin down): 8.245 / 8.244 eV

---

[2]
Molecular formula: CH2N4O
Method: DFT, ωB97M-V with the def2-TZVPD basis set

```
8
Properties=species:S:1:pos:R:3:nbo_charge:R:1
C 0.407 0.185 -0.291 0.591
H 1.947 -0.057 0.710 0.478
H -0.291 -1.099 1.365 0.442
N -0.272 0.851 -1.195 -0.334
N -1.535 0.536 -0.963 -0.033
N -1.645 -0.180 0.070 -0.084
N -0.382 -0.500 0.511 -0.439
O 1.771 0.263 -0.207 -0.620
```

SMILES: Oc1nnn[nH]1
HOMO energy: -0.3839 Ha
Frontier orbital gap: 10.470 eV

---

[3]
Molecular formula: CH2N4O
Method: DFT, ωB97M-V with the def2-TZVPD basis set

```
8
Properties=species:S:1:pos:R:3:nbo_charge:R:1
C 0.055 0.053 -0.019 0.674
H 1.854 0.959 -0.345 0.426
H 1.186 -0.299 -1.794 0.446
N 1.085 0.479 -0.808 -0.814
N -0.020 0.072 1.300 -0.409
N -1.220 -0.157 1.593 0.015
N -1.979 -0.498 0.673 0.081
O -0.962 -0.610 -0.599 -0.420
```

SMILES: Nc1nnno1
HOMO energy: -0.3712 Ha
Frontier orbital gap: 10.116 eV

---

[4]
Molecular formula: CH2N4O
Method: DFT, ωB97M-V with the def2-TZVPD basis set

```
8
Properties=species:S:1:pos:R:3:nbo_charge:R:1
C -0.097 0.158 -0.078 0.368
H 1.016 1.507 0.649 0.393
H 1.060 1.531 -1.000 0.392
N 0.527 1.421 -0.184 -0.796
N -0.096 -1.022 -0.986 -0.193
N -0.653 -1.935 -0.427 0.130
N -0.682 -0.216 1.072 -0.104
O -1.075 -1.444 0.954 -0.189
```

SMILES: Nc1nnon1
HOMO energy: -0.3587 Ha
Frontier orbital gap: 10.199 eV

---

[5]
Molecular formula: CH2N4O
Method: DFT, ωB97M-V with the def2-TZVPD basis set

```
8
Properties=species:S:1:pos:R:3:nbo_charge:R:1
C -0.557 -0.487 -0.222 0.543
H -1.075 -1.992 -0.877 0.353
H 0.791 1.634 1.409 0.396
N -1.582 -1.091 -0.571 -0.631
N 0.859 -0.723 -0.364 -0.230
N 1.422 0.284 0.037 0.043
N 0.582 1.244 0.455 -0.147
O -0.668 0.661 0.488 -0.326
```

SMILES: [H]/N=c1\nn[nH]o1
HOMO energy: -0.3678 Ha
Frontier orbital gap: 10.102 eV

---

[6]
Molecular formula: CH2N4S
Method: DFT, ωB97M-V with the def2-TZVPD basis set

```
8
Properties=species:S:1:pos:R:3:nbo_charge:R:1
C 1.189 -0.268 0.017 -0.141
N 0.975 0.950 0.285 -0.230
N -0.130 1.614 0.028 -0.136
N -1.156 0.940 -0.170 0.128
N -1.351 -0.244 -0.165 -0.289
S -2.252 -1.479 0.103 0.292
H 0.662 -0.856 -0.628 0.173
H 2.063 -0.657 0.529 0.204
```

SMILES: C=N/N=N\N=S
HOMO energy (spin up / spin down): -0.3082 / -0.3083 Ha
Frontier orbital gap (spin up / spin down): 6.396 / 6.399 eV

---

Computed energy above the lowest of the compared OMol25 structures with the same formula, charge and spin, in the same sequence as the records: 6.143 0.917 2.631 2.249 2.567 4.897 eV.